Formula: C18H26N4O2S
Source: OMol25
Level of theory: wB97M-V/def2-TZVPD

```
51
Properties=species:S:1:pos:R:3:forces:R:3:nbo_charge:R:1
C -3.985 3.308 -1.709 -0.089 -0.068 0.183 -0.5914
C -3.498 2.762 -0.365 0.040 0.216 -0.073 -0.2624
C -2.551 3.756 0.311 -0.180 -0.096 0.042 -0.5907
C 2.337 0.465 -0.372 -0.070 -0.281 0.012 -0.2285
H -3.047 -0.602 2.445 0.078 0.069 -0.026 0.2143
H 1.548 1.070 -0.794 -0.086 0.081 -0.051 0.2169
H 0.300 -0.744 -1.115 0.071 -0.303 0.033 0.4415
H -5.940 0.267 2.936 -0.134 0.037 0.026 0.2027
H -4.489 4.261 -1.566 -0.060 0.106 -0.020 0.2082
C 4.525 0.296 0.606 -0.142 -0.252 -0.020 0.2709
C 4.344 -1.084 0.708 0.125 0.387 -0.015 -0.2408
H 5.664 2.278 -1.210 -0.029 0.030 -0.093 0.2136
H 6.772 3.503 -0.572 0.033 0.124 -0.040 0.2120
H 3.056 -2.752 0.362 -0.009 -0.031 0.003 0.2528
N -1.690 1.345 -1.278 -0.245 1.134 -0.096 -0.2940
C -4.275 -0.100 0.757 -0.179 0.021 0.569 -0.2133
H -1.078 -3.934 -1.449 0.077 0.105 0.004 0.2572
C -2.783 1.474 -0.584 -0.064 -0.161 0.079 0.3547
N -1.321 0.053 -1.258 -0.098 -0.830 0.114 -0.3700
C 3.182 -1.686 0.276 -0.045 -0.084 -0.005 -0.2150
H -4.679 2.614 -2.179 -0.057 -0.026 -0.099 0.2089
N -3.170 0.251 -0.094 0.685 -0.069 -0.579 -0.3664
C -5.074 -0.364 3.127 0.206 0.082 -0.084 -0.6065
H -5.126 0.542 0.513 0.046 -0.143 -0.022 0.2117
H -3.620 1.070 2.442 0.086 -0.004 -0.044 0.2023
H -4.360 2.588 0.287 0.055 -0.013 -0.029 0.2040
C 2.163 -0.912 -0.273 0.283 0.064 0.157 0.1191
H -3.138 3.451 -2.373 0.066 0.019 -0.079 0.2250
H -1.678 3.911 -0.316 0.094 0.030 -0.042 0.2251
H -5.355 -1.398 2.944 -0.090 -0.124 0.031 0.2073
C 6.047 2.129 0.918 0.139 0.338 -0.171 -0.0604
H -3.053 4.708 0.464 -0.026 0.117 0.027 0.2079
O 1.111 -3.669 -0.234 0.143 -0.294 0.141 -0.6156
C 3.504 1.067 0.061 0.292 0.134 0.130 -0.2550
C 6.476 2.459 -0.509 -0.164 -0.214 0.317 -0.6384
O 5.712 0.768 1.087 -0.016 -0.217 0.040 -0.4964
S -2.203 -2.299 -0.189 -0.018 -0.357 0.105 0.2740
C -0.877 -2.874 -1.300 -0.122 0.117 0.184 -0.6018
H -4.545 -1.137 0.538 -0.099 0.132 -0.044 0.2213
N 0.957 -1.441 -0.744 -0.081 0.241 -0.186 -0.6284
H 7.319 1.834 -0.793 0.084 -0.027 -0.043 0.2148
H -4.800 -0.263 4.174 -0.059 -0.022 0.107 0.2210
H -2.220 3.378 1.276 0.075 0.011 0.090 0.2094
C 0.518 -2.714 -0.688 -0.351 0.150 -0.281 0.6618
H 6.886 2.288 1.602 -0.166 0.044 -0.057 0.1911
C -2.202 -0.599 -0.544 0.007 0.046 -0.124 0.1815
H -0.978 -2.324 -2.235 0.010 -0.070 -0.049 0.2505
H 3.596 2.138 -0.032 0.053 0.087 -0.008 0.2076
H 5.140 -1.672 1.136 0.097 -0.079 0.050 0.2223
H 5.219 2.776 1.236 0.077 -0.074 0.035 0.1663
C -3.908 0.037 2.236 -0.240 -0.079 -0.101 -0.4027
```
Positions in Å, forces in eV/Å.

Summary:
Kohn-Sham gap, eV: 8.09
Maximum force, eV/A: 1.164
M, g/mol: 362.5
Lowest unoccupied orbital energy, eV: 0.56
Energy relative to the best compared isomer or geometry (same formula, charge and spin), kcal per mole: 43.1

=====

Formula: C6H6Cl6N
Source: OMol25
Level of theory: wB97M-V/def2-TZVPD

```
19
Properties=species:S:1:pos:R:3:forces:R:3:nbo_charge:R:1
H 5.755 -1.183 0.436 0.104 0.299 0.241 0.2776
C -0.696 -0.886 -0.282 -0.004 0.147 0.058 -0.6776
H 2.584 1.377 -0.315 -0.171 0.035 -0.053 0.4799
Cl 1.899 -1.739 -1.865 0.048 -0.040 -0.070 0.1292
Cl -5.835 1.923 0.439 0.017 -0.008 0.000 0.0830
Cl -5.265 0.685 2.979 0.013 -0.002 -0.012 0.0833
C 1.646 -0.342 -0.940 -0.299 0.069 0.055 -0.0068
C -4.811 0.770 1.283 -0.084 -0.028 0.005 -0.2266
Cl 0.477 1.448 0.594 -0.042 0.089 0.112 0.0701
C 3.967 -0.071 -0.341 0.060 0.268 0.092 0.0441
Cl -4.964 -0.826 0.540 0.008 -0.015 -0.009 0.0580
H -1.565 -0.299 0.009 0.091 -0.123 -0.052 0.2684
H -0.873 -1.326 -1.261 0.050 -0.085 0.016 0.2578
C 4.939 -0.559 0.142 -0.168 -0.529 -0.388 -0.0592
N 2.829 0.555 -0.890 0.325 -0.200 0.093 -0.5568
Cl -3.114 1.296 1.159 -0.039 0.180 0.094 0.0128
H -0.546 -1.677 0.455 -0.091 -0.073 -0.037 0.2631
C 0.522 -0.027 -0.301 0.220 -0.032 -0.144 0.0329
H 3.052 0.881 -1.840 -0.037 0.048 -0.001 0.4670
```
Positions in Å, forces in eV/Å.

Summary:
Kohn-Sham gap, eV: 9.98
Maximum force, eV/A: 0.677
M, g/mol: 304.8
Net charge: +1
Lowest unoccupied orbital energy, eV: -3.45

=====

Formula: C9H16BN2O7
Source: OMol25
Level of theory: wB97M-V/def2-TZVPD

```
35
Properties=species:S:1:pos:R:3:forces:R:3:nbo_charge:R:1
C 0.684 0.601 -1.259 -0.018 0.162 0.398 -0.2507
H 4.444 0.138 1.623 0.308 -0.194 -0.048 0.2087
O -3.340 2.205 0.734 0.148 -0.113 -0.387 -0.9559
C -1.057 1.025 0.423 -0.367 -0.667 -0.077 -0.5368
N -0.727 0.493 -0.898 -0.048 0.621 -0.058 -0.4496
O 0.946 -4.372 -0.406 -0.735 0.771 -0.600 -0.5803
O 0.420 -0.601 1.458 -0.062 0.079 -0.346 -0.7797
H 0.628 2.727 -0.812 -0.361 0.149 0.101 0.1939
C 0.139 -3.629 -0.926 1.460 -1.222 0.951 0.6492
O 3.984 1.288 -0.506 -0.449 0.055 -0.267 -0.6255
H -1.328 -1.390 -0.147 -0.070 -0.049 0.334 0.2165
H 2.017 2.197 -1.672 0.547 0.000 0.001 0.1923
H -2.314 -0.758 -1.450 -0.334 0.220 0.074 0.1850
C -1.294 -0.828 -1.077 0.580 -0.302 -0.430 -0.2367
O 0.497 -2.497 -1.520 -0.224 0.242 -0.299 -0.4884
H -2.969 -0.485 2.192 0.527 -0.378 -0.237 0.4171
H 1.267 -0.191 -0.794 0.235 -0.242 -0.070 0.2225
B -2.601 1.006 0.817 0.324 0.041 0.277 1.1379
H -0.272 -1.232 -2.973 0.491 0.129 -0.121 0.1952
C -0.593 -1.736 -2.076 -0.751 -0.300 0.315 -0.0804
H -4.266 0.047 1.379 -0.126 -0.134 0.037 0.3594
H 2.743 -0.346 1.752 -0.480 0.001 0.107 0.2897
C -0.412 0.315 1.617 0.377 -0.506 0.381 0.7654
C 3.424 0.488 1.657 0.567 0.334 -0.019 -0.7272
H 0.769 0.551 -2.337 0.024 -0.245 -0.323 0.1767
H -0.922 -3.910 -0.929 -0.222 0.447 -0.220 0.0962
H -3.404 2.540 1.629 -0.268 0.159 0.225 0.4927
O -0.881 0.729 2.703 -0.353 0.366 0.537 -0.7956
C 3.174 1.242 0.392 0.862 -0.340 0.154 0.8181
C 1.337 1.917 -0.880 -0.233 0.386 -0.448 -0.0818
O 1.995 1.867 0.383 -0.381 -0.116 -0.004 -0.5102
H -1.348 -2.451 -2.391 -0.171 -0.217 -0.180 0.1699
N -3.284 -0.184 1.277 -0.690 0.535 0.163 -1.1399
H -0.803 2.071 0.520 0.287 0.294 -0.239 0.2253
H 3.345 1.162 2.499 -0.397 0.035 0.317 0.2270
```
Positions in Å, forces in eV/Å.

Summary:
Kohn-Sham gap, eV: 7.30
Maximum force, eV/A: 2.128
M, g/mol: 275.0
Net charge: -1
Lowest unoccupied orbital energy, eV: 2.94

=====

Formula: C3H11NO2
Source: OMol25
Level of theory: wB97M-V/def2-TZVPD

```
17
Properties=species:S:1:pos:R:3:forces:R:3:nbo_charge:R:1
H -0.530 -2.678 1.644 -0.319 3.034 1.204 0.4582
H 0.332 2.812 -1.916 0.349 -2.098 0.297 0.1722
H 2.208 0.254 -1.784 0.551 0.743 0.288 0.2031
N 0.912 2.304 -0.034 0.651 -2.711 1.754 -0.4899
H -4.389 -2.243 2.514 1.454 -0.425 -0.863 0.4006
O -3.527 -2.336 1.985 -1.359 2.004 0.783 -1.2538
H 0.031 0.950 -1.471 -0.161 0.866 0.121 0.1648
H 2.872 1.986 -2.012 0.349 -0.262 0.028 0.2036
C 0.662 1.424 0.936 0.306 0.410 -2.836 -0.2303
H 0.079 0.452 0.791 0.827 1.174 0.050 0.1100
O -0.204 -3.461 1.293 2.209 -1.200 -0.664 -0.9604
H 1.919 1.060 -3.279 -0.233 0.864 1.072 0.1942
C 2.068 1.279 -2.178 -2.263 -0.248 0.623 -0.6204
H -1.034 -3.862 1.224 -2.017 -1.773 -0.517 0.4625
H -3.351 -1.337 1.846 0.105 -1.609 0.028 0.2687
C 0.703 1.839 -1.380 0.094 0.966 -2.271 -0.2471
H 1.249 1.558 1.822 -0.543 0.264 0.905 0.1639
```
Positions in Å, forces in eV/Å.

Summary:
Kohn-Sham gap (spin up / spin down), eV: 2.87 / 9.69
Maximum force, eV/A: 3.293
M, g/mol: 93.1
Net charge: -1
Lowest unoccupied orbital energy (spin up / spin down), eV: 3.47 / 3.64
Energy relative to the best compared isomer or geometry (same formula, charge and spin), kcal per mole: 48.3
Spin multiplicity: 2

=====

Formula: C4H12N4
Source: OMol25
Level of theory: wB97M-V/def2-TZVPD

```
20
Properties=species:S:1:pos:R:3:forces:R:3:nbo_charge:R:1
C 0.516 0.257 0.025 -0.569 0.993 0.478 0.1577
H 0.622 1.580 -1.667 0.090 -0.015 -0.097 0.2210
N -1.172 0.546 1.070 0.409 0.211 -0.691 -0.4096
N -1.794 1.679 0.729 -0.353 0.321 0.386 -0.6703
H -1.649 -0.350 0.961 -0.066 0.112 0.006 0.3643
N 1.366 -0.018 1.115 0.520 -0.266 0.093 -0.8502
H -2.476 1.489 -0.001 -0.058 -0.354 0.052 0.3125
H -0.347 2.154 -0.281 -0.066 -0.081 -0.005 0.2792
H 1.436 2.177 -0.209 0.115 0.048 0.009 0.2139
H 1.781 -0.943 1.117 -0.023 0.278 0.041 0.3814
H -0.700 0.631 1.971 -0.025 -0.228 -0.143 0.3821
H -0.932 0.189 -2.099 0.231 0.160 0.199 0.3371
N -0.729 -0.761 -1.798 -0.535 -0.032 -0.569 -0.6521
C 0.016 -0.859 -0.775 0.164 -0.351 0.177 0.2451
H -0.229 -2.948 -0.940 -0.019 -0.062 0.014 0.2484
C 0.590 1.608 -0.582 0.117 -0.421 0.005 -0.6960
H -0.026 -2.397 0.735 0.026 -0.057 0.176 0.2118
H 1.366 -2.479 -0.353 0.165 -0.064 0.078 0.2153
C 0.302 -2.257 -0.294 -0.052 0.050 -0.144 -0.6744
H 2.059 0.703 1.278 -0.071 -0.243 -0.065 0.3830
```
Positions in Å, forces in eV/Å.

Summary:
Kohn-Sham gap (spin up / spin down), eV: 7.80 / 7.81
Maximum force, eV/A: 1.240
M, g/mol: 116.2
Lowest unoccupied orbital energy (spin up / spin down), eV: 0.82 / 0.82
Energy relative to the best compared isomer or geometry (same formula, charge and spin), kcal per mole: 79.3

=====

Formula: H80O40
Source: OMol25
Level of theory: wB97M-V/def2-TZVPD

```
120
Properties=species:S:1:pos:R:3:forces:R:3:mulliken_charge:R:1
O -3.427 -2.588 -3.065 0.277 -1.138 0.434 -0.6297
O -3.149 0.920 0.881 1.086 1.669 -0.505 -0.1835
H -4.000 -2.374 -3.790 -0.331 0.448 -0.426 0.2589
H 3.535 -0.388 -1.790 0.217 -0.014 0.457 0.3439
H -0.746 -1.619 1.634 0.244 0.428 -0.258 0.1147
H 1.730 -0.774 1.681 0.516 -0.056 -0.510 -0.1065
H -2.227 -1.831 4.466 -0.145 -0.398 -0.082 0.3223
H -2.975 -1.804 -2.767 -0.348 -0.186 -0.557 -0.2007
O -1.790 -2.672 4.695 0.028 -0.501 -0.019 -0.6878
O 0.984 3.196 5.093 0.765 0.360 0.176 -0.6185
O 1.159 3.714 -0.221 0.026 -2.210 -1.226 -0.4837
O -2.673 1.969 -4.728 0.409 0.214 -0.301 -0.6877
O 1.667 -5.044 2.365 1.687 0.217 2.303 -0.5663
H 0.224 -1.264 -1.783 -0.307 -0.440 0.677 0.1025
O -0.705 2.130 -1.390 0.194 0.007 -0.450 -0.0816
O -1.858 -1.719 -0.639 -1.995 -1.545 0.114 0.0151
O 2.870 1.590 -2.922 -0.251 0.201 0.558 -0.5552
O -0.018 2.445 -4.233 0.988 -0.647 -0.259 -0.8427
O 2.223 5.324 1.148 0.883 0.366 -0.604 -0.5307
H 1.315 -5.107 0.003 -0.138 -0.656 -0.571 -0.0143
O -1.029 -4.403 -1.705 -0.816 -1.869 1.180 -0.5565
H 1.951 1.832 -3.049 -0.313 0.016 -0.497 -0.0019
O -1.727 2.794 3.857 0.720 1.542 -0.205 -0.5139
H 3.121 -5.112 -1.452 0.980 0.623 -0.137 0.2974
H 1.871 -2.434 3.681 0.132 0.324 1.073 0.4638
H 2.401 4.714 -3.245 0.140 -0.042 -0.729 0.3209
H -0.105 4.922 3.703 0.071 -0.279 0.382 0.2199
H -0.970 4.551 0.744 0.015 -0.172 0.389 0.2541
H -4.055 3.623 -2.449 -0.678 0.155 -0.026 0.3167
H 0.325 -3.730 0.077 -0.665 0.046 0.299 0.3746
H 2.308 -3.679 0.180 0.749 1.566 0.563 0.0363
H 3.247 1.725 0.492 -0.324 -0.767 0.210 0.3509
H 2.958 1.943 2.794 0.102 -1.310 0.415 0.3975
H -2.447 -0.767 -2.098 1.050 1.794 1.003 0.2245
H -2.280 -3.476 4.434 -0.074 1.143 0.052 0.2885
O -1.832 4.163 0.943 -0.469 -0.193 -0.226 -0.6433
H 2.936 -2.754 1.524 -1.028 1.680 0.650 0.2890
H 2.720 -5.461 0.127 1.854 -0.188 -0.543 0.4066
H -2.810 1.851 0.974 -0.351 -0.956 0.016 0.3842
O 0.590 -2.805 0.085 0.026 0.903 0.448 1.4630
H 0.669 -4.289 -4.129 -0.246 -0.331 -0.177 0.2180
O 2.011 -1.784 3.000 1.869 1.520 -2.412 -0.7180
H -1.258 1.472 -1.847 -0.520 0.312 0.519 0.0542
H -1.978 4.133 1.900 0.543 0.065 -0.211 0.2752
H 3.832 1.263 3.832 -1.043 -0.365 -0.455 0.2629
O -1.513 0.124 4.059 0.031 0.445 1.112 -0.9033
H 1.623 2.516 5.329 -0.861 -0.434 0.159 0.2703
H 1.248 -2.759 0.823 -1.099 0.492 -0.777 -0.0771
H -5.148 -0.987 0.609 -0.395 0.249 0.015 0.3161
H 0.973 2.438 2.587 -0.378 -0.751 1.122 0.1482
O 2.951 1.159 3.392 1.296 0.998 0.716 -0.5322
O -4.952 3.978 -2.302 0.720 -0.007 -0.181 -0.6425
H -5.024 0.448 1.030 -0.947 -0.692 -0.395 0.3553
O 0.449 -5.348 0.316 -3.775 -0.427 0.014 -0.9157
H 1.815 5.957 1.738 0.485 -0.183 0.862 0.2476
H -2.230 1.170 -4.438 -0.375 -0.426 0.394 0.2023
O 2.926 -3.439 0.892 2.625 -2.339 -1.349 -0.7061
H 0.017 -1.041 -3.897 0.602 0.615 0.369 0.0561
O 2.085 -0.397 0.860 0.460 0.650 -1.086 0.3931
O 2.969 -3.519 -2.923 2.667 -1.164 0.261 -0.6405
O 0.775 -3.093 4.252 -1.836 -2.247 1.682 -0.6554
O -5.662 -0.302 1.065 0.863 0.246 0.279 -0.6522
H -0.193 2.464 -3.275 -0.143 -0.193 -0.024 0.5096
H 0.445 -3.865 4.722 0.564 -0.440 0.308 0.2929
H -2.166 -2.676 -0.582 1.482 1.666 0.063 0.2229
O 4.428 -0.176 -1.459 -0.737 -0.175 -0.176 -0.6599
O 3.379 2.559 0.938 1.773 0.873 -0.157 -0.7338
H -1.827 -4.918 -1.876 -0.683 0.754 -1.150 0.2778
H 1.772 -1.794 -4.284 0.404 -0.563 -0.271 0.2856
O 0.724 2.036 1.746 0.263 0.653 0.863 0.5408
O 0.816 5.156 3.585 -0.304 1.639 -1.937 -0.5293
H -2.519 3.104 4.297 -0.255 -0.497 0.234 0.2724
H 0.700 2.896 1.309 -0.888 0.298 -1.222 0.1223
H 0.420 -6.192 0.750 0.405 -0.191 0.406 0.3171
H -0.954 -1.579 -0.349 0.224 -1.039 0.232 -0.6879
O -4.239 1.715 3.134 0.111 -1.479 -1.729 -0.6625
H 0.363 -3.876 -2.683 -0.225 -0.129 -0.212 0.3196
H -0.734 -5.088 -1.048 1.182 1.029 0.085 0.1768
H 2.611 2.782 1.449 -0.935 -0.216 -0.307 0.0975
O 0.780 -3.577 -3.505 -1.758 0.882 -0.749 -0.5566
H 3.035 4.886 1.452 -0.513 0.860 0.373 0.2753
H 2.925 -3.577 -3.898 -0.086 0.773 1.290 0.3020
H 1.626 3.660 -3.971 -0.381 -0.220 -0.523 0.3698
H 1.653 2.806 -0.145 -0.957 3.191 -0.885 -0.0905
O -4.676 0.238 -1.551 -1.200 -0.309 1.677 -0.5536
O 2.465 -5.307 -0.794 -0.168 -0.850 -0.195 -0.5981
O 0.809 -0.598 -2.126 0.949 0.606 -0.277 0.6667
H -0.072 -2.622 4.232 -0.302 0.687 -0.275 0.2838
H 1.715 4.512 -0.379 -0.003 -1.420 0.656 0.2472
H 1.324 4.865 4.322 -0.015 -0.660 0.963 0.3122
O -1.969 0.077 -2.292 -0.911 -0.969 -0.706 0.8097
O 2.306 4.318 -4.134 0.178 0.594 1.038 -0.6564
H 4.749 0.274 -2.245 0.443 0.160 -0.020 0.2892
H 2.269 -0.889 3.245 0.341 -0.092 0.855 -0.0667
H -1.742 1.829 3.760 -0.452 -0.547 0.346 0.3782
H -1.159 -0.101 3.163 0.359 -0.215 0.166 0.5285
H -1.866 2.470 -4.947 -0.472 0.296 0.007 0.4581
H 2.054 -0.365 -4.306 1.094 -0.592 -0.649 0.4258
H 0.388 0.273 -2.021 0.347 -0.511 0.521 -0.6014
H 3.049 2.115 -2.128 0.481 -0.187 -0.128 0.3453
H 2.606 -4.924 2.680 -1.168 -0.516 -0.668 0.4054
H 0.040 3.018 5.181 0.228 -0.791 0.033 0.2618
O 2.415 -1.200 -4.703 -1.257 1.061 0.848 -0.7431
H -0.167 -0.144 1.242 -0.485 -1.177 1.184 -0.2605
H 1.312 -4.220 2.757 -0.367 -0.547 -0.433 0.3178
H 3.041 -0.567 0.758 -0.767 -0.198 0.355 0.1206
H -4.232 0.950 2.449 -0.161 1.729 2.183 0.3947
H 0.211 1.513 -4.489 -0.454 1.179 0.507 0.4030
H -3.787 0.526 -1.373 0.076 0.176 -1.336 0.1436
H -0.954 -0.766 -4.925 0.007 1.123 0.048 0.2793
H -1.234 -0.225 -2.884 -0.863 0.542 0.041 -0.3002
H -0.763 0.293 4.667 -0.510 -0.374 -0.751 0.3230
O -0.439 -0.769 1.984 0.335 0.967 -1.427 -0.2444
H -2.773 0.708 0.021 0.324 -0.593 0.093 -0.4765
H -5.367 3.363 -1.696 -0.069 -0.227 0.142 0.3242
H -4.955 0.056 -2.437 0.740 0.307 -0.814 0.2660
H -1.258 2.904 -1.211 0.225 -0.085 0.123 0.1311
O -0.461 -0.258 -4.236 -0.255 -2.412 -2.055 -0.4445
H 2.623 -2.699 -2.569 -0.009 0.131 -0.624 0.3622
H -3.528 2.267 2.773 -0.395 -0.120 0.330 0.3096
```
Positions in Å, forces in eV/Å.

Summary:
Kohn-Sham gap, eV: 9.64
Maximum force, eV/A: 3.799
M, g/mol: 720.6
Lowest unoccupied orbital energy, eV: -0.45
Energy relative to the best compared isomer or geometry (same formula, charge and spin), kcal per mole: 260.4